[1]
2 unconnected molecules or ions with the total composition CH3NO2S3, computed with ωB97M-V/def2-TZVPD.

Results
ΔE to the lowest compared entry with this formula, charge and spin: 2.456 eV
LUMO: -2.1 eV
Orbital gap: 7.24 eV
E_HOMO: -9.39 eV
Multiplicity: 1
Charge: 0

Element x y z (Å)
C  1.385960  -0.417813  0.394407
N  -1.930338  -0.127651  -0.161077
O  2.476155  0.365108  -0.023235
O  0.443484  1.265347  -1.379526
S  -2.987210  -1.325550  -0.229942
S  -1.665263  0.924448  1.023968
S  1.063252  1.214780  -0.076149
H  1.477270  -0.521749  1.564779
H  0.979949  -1.249628  -0.218986
H  -1.243262  -0.127295  -0.894236

Atoms 1-3, force components in eV/Å:
-0.2 -0.7 3.6
0.0 -0.5 0.9
1.0 -0.1 -1.4


[2]
A molecular structure, C4H11N2O, computed with ωB97M-V/def2-TZVPD.

Results
ΔE to the lowest compared entry with this formula, charge and spin: 5.631 eV
LUMO: -6.4 eV
Orbital gap: 7.05 eV
E_HOMO: -13.40 eV
Multiplicity: 1
Charge: +1

Element x y z (Å)
O  0.842174  1.549060  -0.308044
C  0.747785  0.979920  0.754652
C  -0.123485  0.009440  0.129674
C  0.404771  -1.128191  -0.653766
C  0.800432  -2.300753  0.329599
N  -0.114518  -2.292607  1.459506
N  -1.345436  3.538767  -0.954201
H  1.244272  1.178791  1.705361
H  -1.142276  0.350589  -0.046424
H  -0.339878  -1.506194  -1.345073
H  1.296022  -0.787179  -1.133947
H  0.573137  -3.208676  -0.222383
H  1.841228  -2.151655  0.606949
H  -0.243863  -3.160822  1.949122
H  -0.804551  -1.590551  1.659716
H  -2.054691  3.213816  -1.601747
H  -0.999341  4.427894  -1.289365
H  -0.581782  2.878350  -1.039631

Atoms 1-3, force components in eV/Å:
0.0 -0.1 0.1
0.3 -0.1 0.5
0.2 0.4 -1.5


[3]
2 unconnected molecules or ions with the total composition C6H11NO3, computed with ωB97M-V/def2-TZVPD.

Results
ΔE to the lowest compared entry with this formula, charge and spin: 1.979 eV
LUMO: -0.2 eV
Orbital gap: 9.30 eV
E_HOMO: -9.51 eV
Multiplicity: 1
SMILES string: CC(=O)C(=O)O.CC(C)=N
Charge: 0

Element x y z (Å)
C  1.990577  0.036559  -1.743229
C  0.580714  0.406210  -1.381706
O  0.166795  1.545423  -1.298040
C  -0.383823  -0.791989  -1.467688
O  -0.041031  -1.933066  -1.282669
O  -1.641369  -0.416674  -1.685044
H  2.023152  -0.239625  -2.797043
H  2.660598  0.875444  -1.574774
H  2.291001  -0.843508  -1.177513
H  -2.242484  -1.170317  -1.585003
C  -1.440303  1.269973  1.368443
C  -0.860856  -0.088846  1.442766
C  0.777593  -0.088904  1.548395
N  -1.520500  -1.132459  1.280225
H  -2.520030  1.210571  1.243717
H  -1.193422  1.824035  2.276979
H  -1.004974  1.783805  0.495215
H  0.878992  0.102166  2.619905
H  1.168464  -1.088572  1.368560
H  1.318997  0.751981  1.120573
H  -1.008089  -2.012209  1.227933

Atoms 1-3, force components in eV/Å:
0.1 0.0 0.7
-0.2 1.0 -1.9
0.5 -1.2 0.3


[4]
2 unconnected molecules or ions with the total composition C5H15N2, computed with ωB97M-V/def2-TZVPD.

Results
ΔE to the lowest compared entry with this formula, charge and spin: 4.443 eV
LUMO: -3.4 eV
Orbital gap: 10.48 eV
E_HOMO: -13.88 eV
Multiplicity: 1
Charge: +1

Element x y z (Å)
C  -1.214157  1.684039  -0.120040
C  0.494308  -0.430250  1.534234
C  0.893294  -1.555650  -0.674766
C  1.695269  0.753224  -0.206173
C  -0.739089  0.398797  -0.608467
N  -2.081123  -1.160013  -0.271759
N  0.566583  -0.219446  0.018549
H  -2.172828  2.119785  -0.387622
H  -0.586791  2.617996  -0.305310
H  -1.056205  1.755357  0.960041
H  1.392575  -0.858835  1.927688
H  0.417338  0.559729  1.997591
H  -0.283936  -1.123708  1.626531
H  1.784651  -1.503588  -1.381868
H  1.192022  -2.290796  -0.012345
H  -0.001191  -2.009485  -1.210976
H  1.449819  1.791948  0.080566
H  2.499889  0.361227  0.232011
H  1.654266  0.675982  -1.244759
H  -0.761872  0.289778  -1.726655
H  -2.813747  -0.851541  -0.912326
H  -2.329083  -1.004554  0.685847

Atoms 1-3, force components in eV/Å:
1.6 3.0 2.0
0.0 1.2 -1.4
-0.5 0.5 -2.8